1.
Density functional theory data (the ωB97M-V functional and the def2-TZVPD basis) for 2 unconnected molecules or ions with the total composition C5H11NO.

Structure (XYZ):
```
18
Properties=species:S:1:pos:R:3:mulliken_charge:R:1
C 1.99 0.32 2.03 -0.8160
C 1.00 0.95 1.34 -0.2845
C 0.08 0.14 0.52 -0.2978
C -1.09 0.70 0.08 -0.1547
N -2.22 0.03 -0.27 -0.2330
C -2.17 -1.45 -0.13 -0.8923
H 3.05 0.57 1.88 0.2601
H 1.78 -0.69 2.37 0.2999
H 0.73 1.99 1.52 0.2899
H 0.33 -0.90 0.36 0.3418
H -1.12 1.79 0.11 0.2990
H -2.76 0.32 -1.07 0.2580
H -2.06 -1.66 0.93 0.3046
H -3.09 -1.93 -0.49 0.3173
H -1.34 -1.80 -0.72 0.3167
O 2.52 0.29 -2.97 -0.6537
H 1.93 0.89 -3.46 0.3154
H 2.42 0.44 -2.02 0.3293
```

Values from the calculation:
- 2S+1: 1
- Kohn-Sham gap: 8.0782 eV
- Total charge: 0
- Structure (SMILES): C=C/C=C/NC.O
- Energy relative to the best compared isomer or geometry (same formula, charge and spin): 345.65 kJ/mol
- HOMO energy: -0.270 hartree

---

2.
Density functional theory data (the ωB97M-V functional and the def2-TZVPD basis) for a molecular structure, C24H32IMnN3.

Structure (XYZ):
```
61
Properties=species:S:1:pos:R:3:mulliken_charge:R:1
C -4.17 -2.12 2.33 -0.9337
C -4.72 -1.47 1.03 -0.4467
H -3.96 -3.18 2.14 0.3925
H -4.91 -2.05 3.15 0.3424
H -3.25 -1.65 2.67 0.1255
H -4.07 -1.69 0.17 0.0081
H -5.72 -1.86 0.81 0.3572
H -4.79 -0.39 1.12 0.2280
C 2.18 -2.71 -0.12 -0.5757
C 3.18 -3.57 -0.56 -0.6637
C 3.34 -3.75 -1.94 -0.7246
C 2.54 -3.03 -2.83 -0.6393
H 2.00 -2.56 0.94 0.4901
H 3.81 -4.07 0.17 0.4609
H 4.12 -4.43 -2.30 0.4394
H 2.73 -3.03 -3.90 0.4120
N 1.36 -2.08 -0.99 0.9326
C 1.50 -2.23 -2.33 0.8293
C 0.55 -1.47 -3.16 0.5846
N -0.46 -0.81 -2.50 0.0626
C -1.29 0.03 -3.17 -0.0821
C -0.22 -0.54 -5.25 -0.5980
C -1.23 0.15 -4.55 -0.6646
H -2.02 0.59 -2.57 0.4871
H -1.96 0.78 -5.06 0.4477
C 0.71 -1.29 -4.54 -0.8211
H 1.58 -1.72 -5.01 0.4321
H -0.15 -0.47 -6.33 0.4718
Mn -0.40 -1.00 -0.44 -0.0937
I -1.40 -2.88 0.80 -0.1453
C 1.01 2.79 4.63 -1.7076
C 0.24 2.14 3.52 0.0529
C -1.14 2.03 3.65 -0.5664
C -1.93 1.50 2.63 0.1286
C -3.41 1.47 2.81 -1.6940
C -1.31 1.03 1.47 0.2591
C 0.10 1.14 1.27 1.7811
C 0.86 1.69 2.34 -0.2778
N 0.62 0.75 0.05 0.0087
C 1.79 1.41 -0.56 0.8616
C 1.79 2.90 -0.28 -1.7592
C 3.07 0.75 -0.07 -1.0871
C 1.80 1.32 -2.09 -1.5806
H 0.71 3.84 4.78 0.3712
H 0.82 2.27 5.58 0.4145
H 2.09 2.78 4.44 0.3584
H -1.63 2.39 4.56 0.5168
H -3.68 0.95 3.73 0.4354
H -3.81 2.49 2.90 0.4641
H -3.92 0.99 1.97 0.0113
H -1.91 0.61 0.65 0.3924
H 1.95 1.79 2.27 0.2842
H 1.88 3.16 0.77 0.4514
H 2.63 3.38 -0.81 0.4747
H 0.87 3.36 -0.66 0.4253
H 3.09 -0.31 -0.37 0.1424
H 3.94 1.23 -0.53 0.4313
H 3.17 0.78 1.02 0.1911
H 1.93 0.29 -2.44 0.1956
H 0.87 1.72 -2.52 0.3550
H 2.65 1.90 -2.48 0.5502
```

Values from the calculation:
- 2S+1: 4
- Kohn-Sham gap (alpha / beta): 5.6758 / 6.5959 eV
- Total charge: +2
- HOMO energy (alpha / beta): -0.534 / -0.550 hartree

---

3.
Density functional theory data (the ωB97M-V functional and the def2-TZVPD basis) for a molecular structure, C21H54CuNO15P3.

Structure (XYZ):
```
95
Properties=species:S:1:pos:R:3:mulliken_charge:R:1
Cu 4.70 19.93 5.56 -0.0044
O 6.53 20.97 5.05 -0.8348
H 6.83 21.56 5.75 -0.0426
O 3.56 20.27 3.68 -0.9950
H 2.99 19.81 3.05 -0.0044
C 2.96 22.10 7.34 0.1028
O 2.48 21.48 6.42 -0.5882
N 2.27 22.80 8.29 0.2153
C 2.91 23.48 9.38 -0.8155
C 0.83 22.69 8.34 -1.0480
H 4.04 22.15 7.51 0.2382
H 2.65 24.54 9.40 0.3376
H 3.99 23.38 9.30 0.1632
H 2.58 23.06 10.34 0.2964
H 0.45 22.29 9.28 0.3419
H 0.37 23.67 8.21 0.3264
H 0.41 21.99 7.63 0.2726
C 0.53 18.61 8.14 -1.1500
C 1.34 18.80 6.86 1.0145
O 1.31 17.57 6.13 -0.3987
P 2.66 16.83 5.71 0.4591
O 3.82 17.68 5.44 0.9260
O 2.18 15.90 4.52 -0.4347
C 2.25 16.43 3.19 0.4105
C 1.10 15.93 2.35 -1.5524
O 2.85 15.70 6.82 -0.4590
C 3.34 16.03 8.11 0.4389
C 4.52 15.11 8.43 -1.4118
H 0.38 19.55 8.66 0.2002
H -0.46 18.21 7.89 0.3930
H 0.95 17.78 8.72 0.1201
H 0.90 19.57 6.23 0.4421
H 2.36 19.09 7.12 -0.7737
H 2.19 17.53 3.17 0.1152
H 3.21 16.14 2.77 0.1293
H 0.12 16.27 2.66 0.3281
H 1.36 16.11 1.31 0.3748
H 1.02 14.83 2.37 0.3776
H 3.67 17.07 8.18 -0.1631
H 2.57 15.92 8.88 0.3104
H 5.20 15.14 7.58 0.2726
H 4.99 15.38 9.38 0.3383
H 4.25 14.06 8.52 0.3943
C 7.16 17.20 7.24 -0.6680
C 7.70 18.52 7.72 -0.3190
O 7.05 18.87 8.96 -0.3815
P 5.99 20.06 9.01 -0.3681
O 4.96 19.93 7.97 1.6170
O 5.52 19.93 10.52 -0.4178
C 4.65 18.89 10.94 -0.1834
C 3.20 19.34 10.81 -0.4683
O 6.83 21.39 8.94 -0.4020
C 8.00 21.61 9.76 -0.3790
C 9.04 22.29 8.91 -1.1953
H 7.54 16.97 6.24 0.3227
H 7.49 16.38 7.88 0.5080
H 6.08 17.26 7.09 -0.3197
H 8.76 18.39 7.95 0.3905
H 7.60 19.32 6.97 0.2721
H 4.82 17.98 10.37 0.0699
H 4.88 18.71 11.99 0.3959
H 3.11 20.38 11.14 0.2441
H 2.99 19.37 9.74 -0.2418
H 2.50 18.69 11.34 0.4236
H 7.66 22.30 10.54 0.3209
H 8.33 20.69 10.24 0.3665
H 8.83 23.35 8.76 0.3012
H 10.00 22.22 9.44 0.3722
H 9.21 21.80 7.95 0.3189
C 6.83 18.16 3.60 -0.6183
C 5.87 17.36 2.76 0.4501
O 6.32 17.29 1.37 -0.3746
P 6.01 18.39 0.28 0.9617
O 6.20 19.78 0.64 -0.7821
O 6.97 17.90 -0.91 -0.4358
C 6.83 16.59 -1.47 -0.1037
C 6.06 16.62 -2.77 -1.0028
O 4.56 17.97 -0.21 -0.1061
C 3.66 19.00 -0.65 -0.4327
C 2.94 19.62 0.53 -0.5333
H 7.85 17.76 3.70 0.4199
H 6.91 19.18 3.21 0.2593
H 6.48 18.24 4.63 -0.4399
H 5.92 16.29 3.00 0.2774
H 4.86 17.77 2.90 -0.3448
H 7.84 16.22 -1.64 0.3793
H 6.39 15.93 -0.72 0.1844
H 5.92 15.61 -3.16 0.3534
H 5.05 17.01 -2.56 0.1581
H 6.47 17.25 -3.55 0.2769
H 4.16 19.75 -1.26 0.3882
H 2.96 18.48 -1.31 0.3528
H 2.40 20.54 0.32 0.3731
H 2.30 18.87 1.01 0.0373
H 3.68 19.90 1.29 0.0597
```

Values from the calculation:
- 2S+1: 1
- Kohn-Sham gap: 4.9576 eV
- Total charge: -1
- Energy relative to the best compared isomer or geometry (same formula, charge and spin): 0.00 kJ/mol
- HOMO energy: -0.097 hartree

---

Number 1: molar mass 101.1 g/mol. Number 2: molar mass 544.4 g/mol. Number 3: molar mass 717.1 g/mol.